# 1
Molecular formula: C31H38BrGe2IrN5OSe
Method: DFT, ωB97M-V with the def2-TZVPD basis set

Its net charge is +2. Its expectation value of S² is 0.760. As for the energy relative to the best compared isomer or geometry (same formula, charge and spin): 26.01 kcal/mol. The calculation puts the HOMO-LUMO gap (spin up / spin down) at 4.80 / 4.72 eV. The value obtained for the LUMO energy (spin up / spin down) is -7.7 / -7.7 eV. The multiplicity is 2.

Each line ends with the Löwdin charge.
Positions of all 80 atoms, in Å:
C -3.68959 -5.12855 2.66591  -0.06
C 5.36901 1.99295 -0.46499  -0.01
C -1.45899 5.61455 -0.14669  0.08
H -2.20669 -2.40705 4.00751  0.11
O 2.28561 0.19345 -0.41259  -0.28
C -1.10429 1.89035 4.08111  -0.17
H -1.05269 1.69065 -5.76599  0.12
H -4.74119 -1.79105 -2.21569  0.08
C -0.52069 1.34495 -3.72379  -0.12
H -1.06379 -4.14675 -2.05899  0.07
Br 1.13221 0.46635 -7.42529  0.85
H 1.60961 4.22185 0.28871  0.12
H -3.72419 -5.61755 0.57941  0.11
H 0.07301 3.04085 2.68371  0.05
H -0.27519 1.62525 4.73261  0.06
H -1.38809 1.85475 -3.32509  0.10
C -2.89469 -0.94775 -1.55859  -0.36
C 0.18831 -2.50065 -1.40759  -0.34
C -2.52199 -3.11065 3.25221  -0.03
C -2.63349 -3.82475 0.95501  -0.08
H -0.51049 -1.36015 3.36471  0.06
C -3.87999 -2.09415 -1.62109  -0.16
C -0.32819 1.26715 -5.08959  -0.07
C 1.70181 0.07975 -4.65309  -0.07
C -2.17929 -2.89985 1.90371  -0.25
N -2.06049 2.11175 -0.79409  -0.27
H 2.77701 1.31385 2.42231  0.05
H 2.07011 -0.25725 -2.57939  0.09
Se -3.82479 2.58105 -1.07139  1.29
C -0.63269 2.21005 2.68101  -0.36
C 0.81021 0.62495 -5.57459  -0.65
H -2.36709 -3.66375 -0.07969  0.06
H 3.95971 -1.49975 -0.99129  0.15
C -3.25239 -4.21825 3.62331  -0.06
H 1.88781 0.86875 4.68111  0.06
N 0.32781 0.80935 -2.84139  -0.09
C -2.15349 4.45275 -0.49019  -0.35
C 2.23151 0.38535 2.59781  -0.35
H -1.47689 2.47245 2.04671  0.03
C -0.62629 -1.04325 2.33471  -0.24
H -1.59029 2.77535 4.49581  0.08
N -3.43159 4.27645 -0.76919  -0.19
H -4.24049 -2.36195 -0.63169  0.07
H 7.31611 1.16895 -0.84239  0.13
H 1.71721 -0.85455 4.31471  0.07
Ir 0.02441 1.01335 -0.66889  0.97
H 1.12671 -2.36515 -0.86889  0.05
H -1.98249 6.55375 -0.08569  0.14
C 4.40191 -0.52445 -0.85729  0.01
C 6.25951 0.97295 -0.76779  -0.02
H 3.31111 -0.11875 4.37121  0.08
H -4.27359 -5.98645 2.96071  0.11
C -0.10159 5.50985 0.12901  0.00
H -1.82829 1.07865 4.08211  0.07
H -3.48629 -4.38155 4.66371  0.11
Ge -1.15579 -1.24875 -0.48809  0.98
H 0.30661 -2.09895 -2.41529  0.04
H 0.45711 6.39045 0.40211  0.13
H 0.65811 -4.48525 -2.02789  0.08
H -3.44649 -2.97095 -2.09649  0.07
C 4.02161 1.71795 -0.36699  0.00
H -2.55569 -0.68165 -2.56169  0.05
N 3.55271 0.47305 -0.54899  -0.19
C 0.55821 4.29715 0.06231  -0.05
C 2.27381 0.04975 4.08011  -0.16
C 5.75581 -0.30425 -0.97159  0.00
C 1.41231 0.18585 -3.31069  -0.14
N -0.08529 3.16265 -0.26849  -0.03
C -1.36439 -1.77635 1.48551  -0.33
H -3.37249 -0.07345 -1.11549  -0.03
H 6.40911 -1.12645 -1.21449  0.13
H 3.28141 2.47125 -0.13939  0.12
H 5.72171 2.99965 -0.30409  0.13
Ge 0.34221 0.60005 1.82671  0.90
C -3.37759 -4.92275 1.32741  -0.06
H 2.70751 -0.40645 2.02081  0.05
C -0.14789 -3.97945 -1.49659  -0.16
H -0.23979 -4.44025 -0.51559  0.07
C -1.38949 3.23095 -0.52329  -0.51
H 2.59791 -0.42255 -4.97589  0.12

# 2
Molecular formula: C31H38N5
Method: DFT, ωB97M-V with the def2-TZVPD basis set

Its net charge is +1. As for the energy relative to the best compared isomer or geometry (same formula, charge and spin): 0.00 kcal/mol. The calculation puts the HOMO-LUMO gap at 5.12 eV. The value obtained for the LUMO energy is -4.0 eV. The multiplicity is 1.

Each line ends with the Löwdin charge.
Positions of all 74 atoms, in Å:
H -0.63409 -0.55100 -6.07606  0.13
H 3.61179 2.27993 2.75144  0.17
C 0.92426 2.16953 -3.37027  -0.06
H -6.54942 0.49205 2.04543  0.08
H 0.88227 6.41113 2.36521  0.11
H 0.23347 2.58312 -2.63102  0.08
H 2.93545 -2.03536 3.96974  0.10
C 2.67552 -1.23045 1.32870  -0.03
C -3.56993 1.22567 3.54385  -0.03
H 0.19793 1.17088 -1.07126  0.10
C 0.43426 2.54122 2.26590  -0.11
H 2.06670 0.38125 -5.12301  0.13
C 0.21317 -0.12430 -2.84343  -0.14
H 1.64230 -1.53507 1.17041  0.05
H -0.80352 -5.76181 -2.29493  0.09
C -0.29794 -2.09118 -0.94791  -0.10
H -1.63936 2.92322 1.86572  0.11
H 0.97253 -1.23026 -6.39246  0.13
C 2.85975 -0.37162 2.57441  -0.54
C -0.22852 -2.48304 -2.30409  -0.14
N -0.14646 -0.81385 -0.57048  -0.02
C 1.68998 3.13347 2.47314  -0.18
C 0.64080 1.08151 2.23157  -0.06
C -0.66848 3.36934 2.07117  -0.01
C 2.04448 0.90077 2.44058  -0.08
C 4.34669 -0.02291 2.69143  -0.05
C 0.96652 0.47594 -5.09537  -0.15
H 1.32053 -1.29333 3.82317  0.09
H -6.31817 0.86869 3.76946  0.09
H -3.93230 1.83867 4.37338  0.13
C 0.77451 5.32726 2.34446  -0.07
N -0.43213 -3.77256 -2.71654  -0.15
C 1.90095 4.50501 2.49625  0.00
C -0.68136 -4.07649 -4.10364  -0.15
H 0.90416 2.80344 -4.26319  0.09
H 1.94315 2.19966 -2.95318  0.10
C -0.49874 4.76043 2.15822  -0.06
C 0.05573 -3.15947 -5.05598  -0.13
H 1.07006 -3.56177 -5.21931  0.13
C 0.04022 -1.47416 -3.27471  -0.07
C -4.49558 0.69496 2.63640  -0.25
N 0.14264 -1.79704 -4.58788  -0.08
C -0.91142 -4.78998 -1.80185  -0.05
C -2.68466 -0.41907 1.47861  0.01
H 4.56565 0.55520 3.59768  0.09
H 4.69781 0.52262 1.80563  0.10
H 2.60778 -0.45767 4.71774  0.10
H -4.76030 -0.61878 0.94513  0.12
H 4.92579 -0.95313 2.75230  0.10
H 2.99296 -0.66689 0.44135  0.10
H 0.69774 1.30729 -5.75677  0.12
C 2.39689 -1.08740 3.84296  -0.02
H -1.49791 1.46648 4.07205  0.13
H -1.97319 -4.65479 -1.54258  0.10
H -0.35800 -5.11017 -4.26989  0.12
H 2.90721 4.89981 2.62746  0.12
C -1.71785 0.24578 2.27561  -0.20
H -6.09591 2.12834 2.55665  0.10
C 0.33560 -0.79927 -5.61186  -0.13
H -1.76478 -4.03559 -4.31552  0.13
N 0.53032 0.83276 -3.76778  -0.15
C -4.03847 -0.16388 1.62627  -0.02
H -0.45553 -3.15547 -6.02515  0.13
H -0.32587 -4.79913 -0.87855  0.08
H -2.31701 -1.08281 0.69656  0.10
H -0.49210 -2.82793 -0.16311  0.10
N 2.62482 2.10726 2.58060  0.19
C -5.94273 1.05932 2.75677  -0.04
C 0.09176 0.15504 -1.46017  -0.08
H -0.01671 -0.82273 1.52065  0.08
C -2.20654 1.02072 3.37139  -0.02
C -0.32993 0.11812 1.95226  0.08
H -1.37162 5.41085 2.07907  0.11
H 3.29240 -2.13640 1.40119  0.10

# 3
Molecular formula: C31H38N6NaO2S3
Method: DFT, ωB97M-V with the def2-TZVPD basis set

Its net charge is +1. As for the energy relative to the best compared isomer or geometry (same formula, charge and spin): 0.00 kcal/mol. The calculation puts the HOMO-LUMO gap at 8.70 eV. The value obtained for the LUMO energy is -1.8 eV. The multiplicity is 1.

Each line ends with the Löwdin charge.
Positions of all 81 atoms, in Å:
C 3.84816 1.56277 -1.18475  -0.21
C 3.17978 0.04031 3.04162  -0.07
H 2.77706 2.22763 -2.94909  0.13
O -0.35318 1.44319 -1.24834  -0.56
C -4.81156 -1.34813 -1.17228  -0.18
H 0.07209 -2.30086 1.69513  0.04
S -0.01383 2.88276 -1.49421  1.01
H 6.42166 -0.93695 3.16054  0.11
C -6.12788 -0.90073 -1.14227  -0.01
C -3.72406 -0.47443 -1.27655  -0.22
C 4.44608 -0.19456 3.55721  -0.06
C -1.93331 -3.54453 -1.10732  -0.30
H 4.66185 0.04086 4.59089  0.11
H -6.96509 -1.58112 -1.06297  0.11
H -5.43251 2.41619 -1.38085  0.10
C 4.38833 0.19064 -1.56812  -0.31
C -3.92984 0.90256 -1.35307  -0.01
S -0.73234 -5.75678 -1.00186  1.06
H 0.31148 -3.57360 3.56179  0.10
H 1.21322 -4.25564 -0.99773  0.08
H -3.08470 1.57372 -1.43161  0.10
H -1.90040 -0.99979 5.08760  0.08
C -0.01328 3.42066 -6.00302  -0.07
C -0.00528 3.09147 -3.26949  -0.39
H -0.42024 1.99810 3.52462  0.09
N -0.60034 -3.21312 -1.07380  0.04
H -4.74252 -3.47917 -1.00927  0.16
C 2.90018 -0.26080 1.71439  -0.09
C -0.60521 -0.95652 2.87283  -0.45
H -0.31344 0.74879 4.77283  0.08
H -1.33199 1.24771 1.20777  0.08
N -2.53962 -1.19445 -1.27509  0.17
H 5.93284 -1.50278 0.80713  0.11
H -0.45365 1.03384 -3.62714  0.11
H 5.43664 0.06539 -1.28941  0.09
H 1.59503 -2.37485 3.24941  0.07
C -1.08646 -1.71320 5.16034  -0.05
C -2.89555 -2.44596 -1.16913  -0.26
H 1.20636 -2.84765 4.90305  0.09
H 1.92650 1.03578 -1.97773  0.08
C -5.23267 1.35463 -1.32229  -0.08
C -2.19355 -4.88120 -1.08193  -0.34
C 5.43874 -0.74255 2.75313  -0.06
N -1.36686 0.17824 3.04740  -0.17
H -7.32165 0.86101 -1.19970  0.11
H -0.01700 3.55001 -7.07693  0.11
H 0.39617 5.49129 -5.60556  0.11
H 3.68092 1.58940 -0.10479  0.10
C -0.96281 1.18313 4.01888  -0.06
C 0.21782 4.35473 -3.80104  -0.09
H -0.45186 1.32397 -6.10229  0.11
C 0.22122 4.51370 -5.17708  -0.07
C -0.25639 2.16957 -5.45650  -0.06
C 0.13343 -4.27913 -1.02278  -0.44
N -4.24873 -2.61035 -1.10825  0.18
O 2.06955 -1.00196 -0.95956  -0.54
C 0.78130 -2.64748 3.92033  -0.07
H -1.83735 1.60968 4.51254  0.09
H 4.30210 0.00160 -2.64039  0.10
N -0.16501 -1.55718 4.03992  -0.17
C 5.16745 -1.05462 1.43020  -0.08
N -0.34140 -1.37486 1.68129  0.15
C -2.02648 0.72529 1.87642  -0.05
H 2.06228 4.03080 -1.49308  0.10
H 1.91126 -0.10641 1.30245  0.09
Na -0.21336 -0.73098 -0.66539  0.23
H 0.37965 5.20729 -3.15139  0.11
C 2.55588 1.92307 -1.92445  -0.23
H 2.40102 0.45100 3.67203  0.11
H -3.14410 -5.38734 -1.11295  0.08
S 3.54094 -1.21374 -0.78013  1.01
C -0.25558 1.99732 -4.07824  -0.07
H 1.86535 2.93097 -0.12573  0.09
H -0.56284 -1.55986 6.10503  0.09
C 1.77393 3.01628 -1.21151  -0.31
C -6.31530 0.46503 -1.21888  -0.08
C 3.90140 -0.79563 0.92166  -0.39
H -2.78638 1.43242 2.20903  0.10
H -2.50777 -0.06986 1.31271  0.07
H 4.62179 2.30687 -1.38854  0.12
H -1.51611 -2.72088 5.16435  0.09

Calculated electronic energy, -10786.01227, -1477.63820, -3039.86695 Eh (same order as the records).